No. 1
C12H18O5 | the ωB97M-V functional and the def2-TZVPD basis

The calculation puts the orbital gap at 10.75 eV. For the HOMO energy, the calculation gives -9.816 eV. Its LUMO energy is 0.9 eV. The spin multiplicity is 1. The calculation puts the max |F| at 2.01 eV/Å. The value obtained for the molecular weight is 242.271 g/mol.

Geometry (Å):
1 O -1.31 0.16 -1.69
2 O -0.46 -2.45 -1.67
3 O 0.91 -0.88 -0.67
4 O -1.73 -1.04 0.21
5 O 0.08 -0.77 1.37
6 C -1.05 2.76 -0.16
7 C 0.59 -4.47 0.39
8 C 0.44 2.46 -0.32
9 C -0.04 -4.03 1.72
10 C -1.84 1.51 0.26
11 C 1.26 -3.27 -0.26
12 C 0.93 1.38 0.63
13 C -1.14 -2.99 1.49
14 C -1.21 0.21 -0.26
15 C 0.28 -2.12 -0.49
16 C 0.26 0.05 0.23
17 C -0.65 -1.79 0.73
18 H -0.50 -0.24 -2.01
19 H -1.23 -1.85 -1.65
20 H -1.40 3.15 -1.15
21 H -1.21 3.55 0.56
22 H -0.19 -4.94 -0.27
23 H 1.36 -5.26 0.63
24 H 0.66 2.10 -1.35
25 H 1.00 3.41 -0.17
26 H 0.72 -3.57 2.34
27 H -0.42 -4.86 2.27
28 H -2.83 1.57 -0.19
29 H -1.90 1.46 1.36
30 H 1.66 -3.51 -1.19
31 H 2.10 -2.94 0.39
32 H 2.03 1.28 0.57
33 H 0.69 1.65 1.66
34 H -1.54 -2.67 2.45
35 H -1.94 -3.48 0.94

Löwdin atomic charge list, values in e, 5 entries: number 1, O, carries 0.0580; number 2, O, carries 0.0583; number 3, O, carries 0.0606; number 4, O, carries 0.0554; number 5, O, carries 0.0976

=====

No. 2
C10H9O4S | the ωB97M-V functional and the def2-TZVPD basis

The calculation puts the orbital gap at 7.06 eV. For the HOMO energy, the calculation gives -3.549 eV. Its LUMO energy is 3.5 eV. The spin multiplicity is 1. The calculation puts the max |F| at 6.13 eV/Å. As for the net charge: -1. The value obtained for the molecular weight is 225.245 g/mol.

Geometry (Å):
1 C -2.43 1.43 -0.65
2 C -2.03 0.21 -0.99
3 C -1.49 2.40 -0.33
4 C -0.69 -0.15 -0.94
5 C -0.14 2.11 -0.26
6 C 0.30 0.82 -0.66
7 C 1.64 0.51 -0.92
8 C 3.42 -0.98 -0.61
9 C 1.88 -1.49 1.29
10 C 2.11 -1.53 -0.22
11 O 4.11 -1.35 -1.53
12 O 3.85 0.13 0.15
13 O 2.39 1.58 1.39
14 O 3.36 2.50 -0.62
15 S 2.81 1.37 0.07
16 H -3.52 1.77 -0.54
17 H -2.75 -0.44 -1.49
18 H -1.74 3.34 0.24
19 H -0.50 -1.14 -1.19
20 H 0.47 2.99 -0.10
21 H 0.95 -1.85 1.52
22 H 2.13 -0.59 1.71
23 H 2.44 -2.33 1.80
24 H 1.79 -2.38 -0.72

Löwdin atomic charge list, values in e, 5 entries: number 1, C, carries -0.1795; number 2, C, carries -0.1530; number 3, C, carries -0.1282; number 4, C, carries -0.0457; number 5, C, carries -0.0626

=====

No. 3
C2H3F2I | the ωB97M-V functional and the def2-TZVPD basis

The calculation puts the orbital gap (alpha / beta) at 8.75 / 8.19 eV. For the HOMO energy (alpha / beta), the calculation gives -9.025 / -9.088 eV. Its LUMO energy (alpha / beta) is -0.3 / -0.9 eV. The spin multiplicity is 1. The calculation puts the max |F| at 2.33 eV/Å. The value obtained for the molecular weight is 191.946 g/mol.

Geometry (Å):
1 C 1.42 0.51 0.11
2 C -1.01 -0.41 -0.09
3 F -1.00 -1.37 0.89
4 F -1.06 -1.09 -1.22
5 I -2.57 0.98 0.12
6 H 1.44 0.91 -0.89
7 H 0.90 0.94 0.95
8 H 1.89 -0.48 0.11

Löwdin atomic charge list, values in e, 5 entries: number 1, C, carries 0.0997; number 2, C, carries -0.8730; number 3, F, carries -0.0559; number 4, F, carries -0.0135; number 5, I, carries 0.8387

=====

No. 4
C2H7ClNS | the ωB97M-V functional and the def2-TZVPD basis

The calculation puts the orbital gap at 10.35 eV. For the HOMO energy, the calculation gives -14.082 eV. Its LUMO energy is -3.7 eV. The spin multiplicity is 1. The calculation puts the max |F| at 3.12 eV/Å. As for the net charge: +1. The value obtained for the molecular weight is 112.605 g/mol.

Geometry (Å):
1 C -0.51 -0.32 0.49
2 C 0.98 0.10 0.71
3 N -0.80 -0.37 -0.93
4 S 1.28 1.68 -0.24
5 Cl 2.05 -1.11 -0.12
6 H -0.75 -1.26 0.87
7 H -1.03 0.44 0.97
8 H 1.16 0.21 1.75
9 H -0.22 0.30 -1.33
10 H -1.75 -0.26 -1.19
11 H -0.53 -1.34 -1.18
12 H 2.63 1.36 -0.19

Löwdin atomic charge list, values in e, 5 entries: number 1, C, carries -0.2453; number 2, C, carries -0.9034; number 3, N, carries 0.1746; number 4, S, carries 0.7379; number 5, Cl, carries 0.6001

=====

No. 5
C14H28Br14 | the ωB97M-V functional and the def2-TZVPD basis

The calculation puts the orbital gap at 9.98 eV. For the HOMO energy, the calculation gives -9.935 eV. Its LUMO energy is 0.0 eV. The spin multiplicity is 1. The calculation puts the max |F| at 1.63 eV/Å. The value obtained for the molecular weight is 1315.034 g/mol.

Geometry (Å):
1 Br 11.93 -10.78 -21.62
2 C 12.15 -12.62 -21.14
3 C 11.65 -12.96 -19.73
4 Br 9.95 -12.14 -19.19
5 H 13.19 -12.95 -21.15
6 H 11.63 -13.27 -21.85
7 H 12.32 -12.50 -19.01
8 H 11.55 -14.03 -19.60
9 Br 6.82 -9.95 -21.29
10 C 8.26 -9.93 -22.57
11 C 8.66 -11.36 -22.85
12 Br 9.79 -11.61 -24.47
13 H 9.09 -9.33 -22.21
14 H 7.79 -9.56 -23.47
15 H 7.76 -11.96 -22.99
16 H 9.21 -11.82 -22.04
17 Br 7.91 -11.79 -29.63
18 C 8.11 -11.18 -27.75
19 C 8.13 -9.67 -27.87
20 Br 8.09 -8.73 -26.11
21 H 9.04 -11.64 -27.41
22 H 7.30 -11.53 -27.11
23 H 7.23 -9.39 -28.41
24 H 9.00 -9.32 -28.41
25 Br 8.16 -15.02 -27.39
26 C 7.90 -15.09 -25.43
27 C 7.32 -16.41 -24.93
28 Br 5.37 -16.45 -25.06
29 H 7.22 -14.30 -25.09
30 H 8.83 -14.82 -24.93
31 H 7.55 -16.46 -23.86
32 H 7.67 -17.25 -25.50
33 Br 13.53 -15.52 -25.37
34 C 12.97 -14.88 -27.13
35 C 11.67 -14.12 -26.90
36 Br 11.10 -13.41 -28.67
37 H 12.75 -15.76 -27.72
38 H 13.72 -14.21 -27.52
39 H 11.70 -13.29 -26.20
40 H 10.86 -14.79 -26.62
41 Br 6.27 -15.07 -21.64
42 C 5.79 -14.60 -19.80
43 C 7.06 -14.80 -18.96
44 Br 6.47 -14.82 -17.07
45 H 4.90 -15.14 -19.51
46 H 5.59 -13.53 -19.80
47 H 7.82 -14.06 -19.15
48 H 7.44 -15.79 -19.20
49 Br 3.76 -3.82 -21.98
50 C 5.45 -4.48 -22.76
51 C 5.86 -5.79 -22.22
52 Br 7.44 -6.39 -23.25
53 H 6.23 -3.75 -22.57
54 H 5.30 -4.56 -23.84
55 H 5.14 -6.59 -22.34
56 H 6.13 -5.77 -21.16

Löwdin atomic charge list, values in e, 5 entries: number 1, Br, carries 0.6600; number 2, C, carries -0.6841; number 3, C, carries -0.6344; number 4, Br, carries 0.6290; number 5, H, carries 0.0676

=====

No. 6
C8H28O6 | the ωB97M-V functional and the def2-TZVPD basis

The calculation puts the orbital gap at 10.33 eV. For the HOMO energy, the calculation gives -9.850 eV. Its LUMO energy is 0.5 eV. The spin multiplicity is 1. The calculation puts the max |F| at 2.78 eV/Å. The value obtained for the molecular weight is 220.306 g/mol.

Geometry (Å):
1 C 3.68 -6.33 3.80
2 C 3.47 -4.95 3.02
3 C 2.32 -5.09 2.09
4 O 3.23 -3.90 3.95
5 H 4.61 -6.44 4.35
6 H 3.63 -7.16 3.10
7 H 2.87 -6.38 4.54
8 H 4.41 -4.67 2.54
9 H 2.41 -5.90 1.36
10 H 2.12 -4.14 1.61
11 H 1.39 -5.25 2.64
12 H 3.94 -3.95 4.60
13 C 3.89 0.24 0.77
14 O 2.69 0.24 1.43
15 H 3.98 1.19 0.24
16 H 4.65 0.18 1.55
17 H 4.06 -0.53 0.01
18 H 2.77 -0.33 2.20
19 C -0.51 7.45 3.65
20 O -1.07 6.55 2.76
21 H 0.55 7.26 3.82
22 H -0.55 8.47 3.29
23 H -0.99 7.38 4.63
24 H -0.55 6.43 1.97
25 C 0.12 2.21 -2.36
26 O 0.12 0.81 -1.98
27 H 1.16 2.55 -2.28
28 H -0.17 2.28 -3.40
29 H -0.55 2.76 -1.71
30 H 0.65 0.79 -1.18
31 C -3.17 -1.94 -4.61
32 O -3.30 -0.96 -3.60
33 H -2.65 -1.48 -5.45
34 H -2.61 -2.81 -4.26
35 H -4.12 -2.26 -5.04
36 H -2.53 -0.72 -3.09
37 C -7.06 3.21 -4.06
38 O -5.75 3.05 -4.61
39 H -7.59 2.64 -4.82
40 H -7.14 2.88 -3.02
41 H -7.17 4.28 -4.26
42 H -5.27 2.35 -4.17

Löwdin atomic charge list, values in e, 5 entries: number 1, C, carries -0.0474; number 2, C, carries -0.4801; number 3, C, carries -0.0738; number 4, O, carries -0.0638; number 5, H, carries 0.0636